The following is a DFT calculation (wB97M-V/def2-TZVPD) of a single C2H3NO2 molecule.

Each atom is followed by the atoms it is bonded to, with distances in Å.
CARTESIAN COORDINATES (ANGSTROEM)
1 H 1.347 -0.591 0.863  C8 1.181
2 O 0.159 -0.330 -1.851  N5 1.629, H7 0.924
3 O -0.086 2.033 0.743  C4 1.199
4 C -0.182 0.855 0.547  O3 1.199, N5 1.349, C8 1.475
5 N -0.422 -0.129 -0.343  O2 1.629, C4 1.349, C8 1.413
6 H -0.415 -1.343 1.446  C8 1.145
7 H -0.569 0.046 -2.279  O2 0.924
8 C 0.168 -0.540 0.874  H1 1.181, C4 1.475, N5 1.413, H6 1.145

As for the HOMO-LUMO gap: 10.00 eV. The HOMO energy comes out at -10.113 eV. The value obtained for the LUMO energy is -0.12 eV. As for the SMILES: O=C1CN1O. The calculation puts the largest force on an atom at 4.84 eV/Å.